DFT (ωB97M-V/def2-TZVPD) results for a cluster of 6 separate species, C34H39N4O6 in total.

The calculation puts the highest occupied orbital energy at -10.26 eV. The value obtained for the energy relative to the best compared isomer or geometry (same formula, charge and spin) is 8.782 eV. The multiplicity is 1. The calculation puts the strongest force on any atom at 12.32 eV Å⁻¹. Its HOMO-LUMO gap is 0.281 hartree. For the total energy, the calculation gives -54118.7874 eV. As for the total charge: +1.

```
83
C34H39N4O6 | OMol25 | ωB97M-V/def2-TZVPD
C 1.426 0.865 -0.976
C 0.469 2.048 -1.173
N -0.541 2.012 -0.100
C -0.828 2.983 0.739
C -1.897 2.489 1.609
N -2.226 1.171 1.196
C -1.387 0.889 0.228
C -3.248 0.216 1.639
H 1.254 -0.162 -1.296
H 1.663 0.906 0.059
H 2.347 1.235 -1.530
H -0.230 1.913 -2.162
H 0.921 2.993 -1.168
H -0.388 4.010 0.762
H -2.458 2.798 2.349
H -1.290 -0.048 -0.410
H -3.123 -0.542 1.105
H -4.261 0.769 1.381
H -3.526 0.142 2.867
N 2.401 3.614 2.389
C 3.304 3.135 1.509
C 3.790 3.693 0.312
C 3.414 5.019 0.085
C 2.497 5.719 0.933
C 2.078 4.971 2.069
H 3.757 2.226 1.690
H 4.610 3.229 -0.238
H 3.847 5.696 -0.817
H 1.996 6.617 0.750
H 1.400 5.458 2.726
N -3.671 -0.356 -4.332
C -3.597 -1.466 -3.662
C -4.346 -1.816 -2.410
C -4.994 -0.790 -1.790
C -5.046 0.466 -2.553
C -4.510 0.564 -3.832
H -2.902 -2.338 -3.996
H -4.312 -2.776 -1.989
H -5.343 -0.797 -0.935
H -5.576 1.095 -2.031
H -4.668 1.516 -4.348
C 5.175 -0.864 -0.218
C 4.372 -1.028 0.978
C 3.036 -1.575 1.006
C 2.657 -2.192 -0.222
C 3.509 -2.013 -1.370
C 4.604 -1.146 -1.459
O 5.250 -0.835 -2.640
O 2.498 -2.081 2.120
H 6.000 -0.355 -0.194
H 4.558 -0.723 1.990
H 1.727 -2.765 -0.298
H 3.123 -2.090 -2.406
H 5.932 -0.324 -2.510
H 1.565 -2.084 1.909
C -2.106 -1.504 4.629
C -2.683 -0.509 5.549
C -2.110 0.718 5.597
C -1.189 1.136 4.604
C -0.655 0.239 3.734
C -1.177 -1.054 3.662
O -0.753 -2.028 2.775
O -2.565 1.690 6.427
H -2.373 -2.520 4.673
H -3.547 -0.702 6.178
H -0.708 2.328 4.731
H 0.054 0.531 3.051
H -1.420 -2.663 2.571
H -2.101 2.479 6.758
C -0.084 -4.147 -2.286
C 0.639 -4.552 -3.472
C 0.921 -3.685 -4.480
C 0.510 -2.358 -4.426
C -0.139 -1.991 -3.225
C -0.422 -2.854 -2.111
O -1.111 -2.386 -1.074
O 1.479 -4.087 -5.661
H -0.373 -5.105 -1.568
H 1.044 -5.726 -3.756
H 0.564 -1.618 -5.189
H -0.548 -0.873 -3.194
H -1.615 -2.946 -0.282
H 1.654 -5.100 -5.554
```

Here are the Mulliken charges for atoms 1 to 2, given in e: -0.480, -0.675

=====

DFT (ωB97M-V/def2-TZVPD) results for a structure of composition C34H40AsIrN12OS.

The calculation puts the highest occupied orbital energy (spin up / spin down) at -14.54 / -14.17 eV. The value obtained for the energy relative to the best compared isomer or geometry (same formula, charge and spin) is 6.351 eV. The multiplicity is 2. The calculation puts the strongest force on any atom at 3.27 eV Å⁻¹. Its HOMO-LUMO gap (spin up / spin down) is 0.124 / 0.092 hartree. As for the expectation value of S²: 0.826. For the total energy, the calculation gives -130319.8684 eV. As for the total charge: +3.

```
90
C34H40AsIrN12OS | OMol25 | ωB97M-V/def2-TZVPD
Ir 0.232 -0.935 0.417
C -2.060 0.536 4.023
C -1.146 -0.187 3.100
N -0.651 0.396 2.043
N -0.849 1.676 1.838
C -0.751 2.216 0.655
N -0.794 3.540 0.534
S -0.655 1.251 -0.791
C -0.833 -1.597 3.282
C -1.087 -2.272 4.479
C -0.801 -3.622 4.571
C -0.280 -4.279 3.465
C -0.055 -3.544 2.309
N -0.306 -2.245 2.221
H -2.514 1.376 3.500
H -1.514 0.945 4.875
H -2.833 -0.128 4.396
H -0.920 4.113 1.355
H -0.742 3.981 -0.368
H -1.488 -1.745 5.328
H -0.991 -4.154 5.490
H -0.045 -5.331 3.498
H 0.340 -4.022 1.423
C 3.189 0.850 -3.995
N 2.849 0.405 -2.665
C 2.076 -0.605 -2.266
N 1.912 -0.536 -0.946
C 2.622 0.571 -0.598
N 3.191 1.146 -1.615
C 2.266 1.990 -4.381
C 2.780 3.226 -4.778
C 1.927 4.268 -5.118
C 0.561 4.098 -5.060
C 0.036 2.862 -4.648
C 0.897 1.812 -4.310
C -1.387 2.708 -4.571
N -2.278 3.607 -4.935
N -3.460 3.135 -4.689
C -3.326 1.937 -4.162
O -2.012 1.622 -4.063
C -4.383 1.099 -3.685
C -5.717 1.499 -3.854
C -6.729 0.700 -3.361
C -6.429 -0.483 -2.701
C -5.100 -0.891 -2.531
C -4.820 -2.196 -1.817
N -3.430 -2.346 -1.485
C -2.723 -1.713 -0.549
N -1.446 -2.071 -0.650
C -1.435 -2.944 -1.689
N -2.618 -3.114 -2.203
C -4.083 -0.101 -3.027
H 3.091 0.017 -4.696
H 4.228 1.188 -3.984
H 1.678 -1.370 -2.905
H 2.701 0.932 0.409
H 3.848 3.373 -4.827
H 2.338 5.218 -5.424
H -0.120 4.894 -5.318
H 0.472 0.864 -4.005
H -5.927 2.424 -4.369
H -7.759 0.996 -3.485
H -7.228 -1.100 -2.315
H -5.091 -3.034 -2.468
H -5.424 -2.255 -0.906
H -3.132 -1.027 0.166
H -0.565 -3.452 -2.053
H -3.046 -0.382 -2.926
C 1.698 -0.324 5.737
C 2.371 -1.291 4.777
As 2.580 -0.579 2.933
C 3.686 -1.977 2.031
C 4.704 -2.611 2.965
C 3.832 0.930 3.343
C 4.643 1.484 2.189
H 1.723 -0.734 6.745
H 0.655 -0.163 5.462
H 2.207 0.640 5.754
H 1.825 -2.238 4.744
H 3.388 -1.500 5.122
H 4.187 -1.505 1.182
H 3.009 -2.738 1.632
H 5.374 -1.862 3.389
H 5.315 -3.321 2.408
H 4.224 -3.159 3.775
H 4.497 0.508 4.104
H 3.244 1.725 3.810
H 5.123 0.691 1.614
H 5.429 2.130 2.582
H 4.039 2.098 1.520
```

Here are the Mulliken charges for atoms 1 to 2, given in e: 2.287, -1.718

=====

DFT (ωB97M-V/def2-TZVPD) results for a structure of composition C34H40AsN3O4PtS2.

The calculation puts the highest occupied orbital energy at -5.87 eV. The value obtained for the energy relative to the best compared isomer or geometry (same formula, charge and spin) is 0.614 eV. The multiplicity is 1. The calculation puts the strongest force on any atom at 1.14 eV Å⁻¹. Its HOMO-LUMO gap is 0.227 hartree. For the total energy, the calculation gives -134323.9421 eV.

```
85
C34H40AsN3O4PtS2 | OMol25 | ωB97M-V/def2-TZVPD
Pt 0.753 1.657 -1.878
C -1.211 -1.340 -4.803
C -0.239 -0.409 -4.105
S -1.005 0.788 -3.059
C 1.067 -0.448 -4.266
C 1.783 -1.417 -5.172
S 2.113 0.686 -3.425
H -2.222 -1.195 -4.411
H -0.939 -2.386 -4.644
H -1.246 -1.159 -5.882
H 1.090 -2.011 -5.770
H 2.408 -2.102 -4.586
H 2.448 -0.878 -5.855
O 1.258 -0.049 -0.059
As 1.403 -1.354 0.929
C 0.985 -2.942 -0.060
C 1.872 -4.004 -0.198
C 1.553 -5.058 -1.047
C 0.357 -5.044 -1.751
C -0.523 -3.974 -1.622
C -0.208 -2.917 -0.782
C 3.206 -1.473 1.577
C 3.527 -1.421 2.928
C 4.861 -1.357 3.316
C 5.863 -1.344 2.355
C 5.540 -1.392 1.001
C 4.210 -1.447 0.608
C 0.188 -1.171 2.400
C 0.233 0.044 3.086
C -0.715 0.309 4.065
C -1.709 -0.624 4.343
C -1.757 -1.825 3.648
C -0.806 -2.104 2.673
H 2.806 -4.011 0.350
H 2.242 -5.886 -1.162
H 0.114 -5.866 -2.414
H -1.449 -3.959 -2.185
H -0.862 -2.057 -0.712
H 2.743 -1.431 3.675
H 5.116 -1.315 4.368
H 6.902 -1.291 2.661
H 6.324 -1.384 0.253
H 3.944 -1.445 -0.443
H 0.977 0.789 2.826
H -0.687 1.251 4.599
H -2.458 -0.405 5.093
H -2.539 -2.544 3.860
H -0.843 -3.037 2.127
N 5.307 2.991 -0.641
C 4.560 3.498 0.512
C 3.183 2.854 0.594
O 2.525 2.814 1.594
O 2.756 2.354 -0.576
H 6.057 3.607 -0.916
H 3.482 2.466 -1.227
H 5.703 2.081 -0.448
H 4.380 4.563 0.370
H 5.046 3.368 1.474
C -5.881 -0.069 1.646
C -5.986 1.273 0.928
N -4.713 1.727 0.350
C -4.596 1.665 -1.110
C -4.586 0.237 -1.641
C -3.816 2.251 1.222
O -4.050 2.329 2.424
C -2.512 2.814 0.723
C -2.197 4.110 1.101
C -0.993 4.658 0.696
C -0.135 3.889 -0.063
N -0.414 2.630 -0.399
C -1.581 2.101 -0.008
H -6.856 -0.357 2.047
H -5.177 0.010 2.474
H -5.539 -0.853 0.967
H -6.325 2.029 1.633
H -6.705 1.214 0.112
H -3.699 2.186 -1.432
H -5.447 2.202 -1.535
H -3.764 -0.333 -1.200
H -4.440 0.246 -2.722
H -5.526 -0.274 -1.419
H -2.890 4.665 1.724
H -0.715 5.668 0.970
H 0.813 4.278 -0.408
H -1.733 1.060 -0.268
```

Here are the Mulliken charges for atoms 1 to 2, given in e: 2.350, -1.709

=====

DFT (ωB97M-V/def2-TZVPD) results for a cluster of 8 separate species, C34H40Cl4F4O6 in total.

The calculation puts the highest occupied orbital energy at -8.85 eV. The value obtained for the energy relative to the best compared isomer or geometry (same formula, charge and spin) is 2.135 eV. The multiplicity is 1. The calculation puts the strongest force on any atom at 4.77 eV Å⁻¹. Its HOMO-LUMO gap is 0.345 hartree. For the total energy, the calculation gives -109149.2188 eV.

```
88
C34H40Cl4F4O6 | OMol25 | ωB97M-V/def2-TZVPD
C 30.590 25.612 -13.812
C 30.609 25.658 -12.249
O 31.977 25.940 -11.789
C 32.272 26.634 -10.720
O 31.454 27.114 -9.919
O 33.583 26.533 -10.566
C 34.288 27.149 -9.494
H 30.921 26.614 -14.084
H 29.589 25.301 -14.111
H 31.332 25.002 -14.329
H 30.239 24.708 -11.862
H 30.038 26.528 -11.924
H 33.956 28.185 -9.427
H 35.352 27.180 -9.729
H 33.940 26.597 -8.621
C 40.831 31.805 -3.013
C 39.322 31.863 -3.387
O 39.149 33.073 -4.009
C 38.074 33.280 -4.726
O 37.071 32.544 -4.865
O 38.167 34.462 -5.411
C 37.215 34.740 -6.414
H 41.401 31.352 -3.824
H 40.958 31.082 -2.207
H 41.204 32.755 -2.631
H 38.656 31.606 -2.562
H 39.207 31.098 -4.155
H 37.352 35.742 -6.820
H 36.206 34.686 -6.004
H 37.341 34.046 -7.245
F 37.078 29.961 -3.860
C 36.059 29.236 -3.369
C 35.557 29.553 -2.170
C 34.472 28.759 -1.600
C 34.034 27.599 -2.298
C 34.682 27.307 -3.477
C 35.676 28.119 -3.995
H 35.794 30.436 -1.596
H 34.214 28.967 -0.573
H 33.324 26.963 -1.790
H 34.480 26.353 -3.942
H 36.152 27.827 -4.920
F 33.796 31.592 -7.675
C 33.124 30.793 -6.859
C 33.203 30.976 -5.473
C 32.443 30.053 -4.699
C 31.777 29.015 -5.337
C 31.727 28.879 -6.712
C 32.378 29.819 -7.455
H 33.978 31.595 -5.044
H 32.478 30.068 -3.619
H 31.402 28.255 -4.668
H 31.189 28.034 -7.114
H 32.480 29.778 -8.529
F 40.179 29.598 -7.088
C 40.924 29.806 -8.171
C 42.279 29.969 -8.016
C 43.011 30.024 -9.221
C 42.478 29.758 -10.453
C 41.104 29.608 -10.557
C 40.327 29.639 -9.424
H 42.749 30.000 -7.044
H 44.075 30.180 -9.121
H 43.045 29.815 -11.370
H 40.840 29.400 -11.583
H 39.264 29.453 -9.404
F 34.319 24.587 -7.295
C 35.563 24.195 -7.588
C 36.604 25.122 -7.352
C 37.891 24.800 -7.528
C 38.186 23.431 -7.755
C 37.219 22.445 -7.855
C 35.912 22.855 -7.819
H 36.402 26.089 -6.915
H 38.714 25.499 -7.527
H 39.208 23.102 -7.878
H 37.449 21.391 -7.788
H 35.087 22.162 -7.750
Cl 37.450 31.313 -9.059
C 36.988 30.599 -7.440
Cl 36.411 28.913 -7.554
H 37.945 30.565 -6.920
H 36.309 31.227 -6.861
Cl 40.284 32.699 -13.322
C 38.942 31.866 -12.493
Cl 37.349 32.253 -13.251
H 39.063 30.801 -12.689
H 38.934 32.185 -11.451
```

Here are the Mulliken charges for atoms 1 to 2, given in e: -1.148, -0.217

=====

DFT (ωB97M-V/def2-TZVPD) results for a structure of composition C34H40ClN9O4Pb.

The calculation puts the highest occupied orbital energy (spin up / spin down) at -12.95 / -13.23 eV. The multiplicity is 1. The calculation puts the strongest force on any atom at 2.87 eV Å⁻¹. Its HOMO-LUMO gap (spin up / spin down) is 0.206 / 0.218 hartree. For the total energy, the calculation gives -75256.8332 eV. As for the total charge: +2.

```
89
C34H40ClN9O4Pb | OMol25 | ωB97M-V/def2-TZVPD
Pb 0.786 0.588 -0.058
C 0.528 -0.228 4.837
C 1.052 0.103 3.596
N 0.381 0.748 2.654
C -0.834 1.264 2.952
C -1.499 0.891 4.173
C -0.786 0.138 5.128
C -2.856 1.308 4.321
C -3.489 2.083 3.360
C -2.820 2.464 2.195
C -1.459 2.146 1.998
N -0.709 2.439 0.877
C -0.749 3.676 0.262
C -1.582 4.751 0.636
C -1.464 5.998 0.091
C -0.433 6.293 -0.810
C 0.405 5.283 -1.279
C 1.447 5.527 -2.190
C 2.234 4.513 -2.632
C 2.044 3.227 -2.082
N 1.082 2.947 -1.200
C 0.271 3.932 -0.779
H 1.141 -0.819 5.546
H 2.087 -0.207 3.348
H -1.281 -0.100 6.076
H -3.345 1.069 5.268
H -4.532 2.382 3.506
H -3.337 3.044 1.437
H -2.309 4.584 1.423
H -2.169 6.785 0.416
H -0.219 7.314 -1.148
H 1.553 6.542 -2.601
H 2.975 4.681 -3.407
H 2.677 2.386 -2.417
C -1.678 0.362 -3.047
N -2.489 0.483 -1.859
C -3.347 1.676 -1.818
C -2.462 -0.536 -0.953
N -1.209 -1.102 -0.748
C -1.058 -2.464 -0.677
C -2.040 -3.421 -1.053
C -1.874 -4.772 -0.811
C -0.687 -5.239 -0.174
C 0.316 -4.333 0.115
C 0.233 -2.983 -0.301
N 1.356 -2.168 -0.221
C 2.537 -2.738 -0.618
N 3.585 -2.929 0.243
C 4.999 -2.942 -0.197
C 3.355 -2.855 1.685
N 2.742 -3.047 -1.964
C 3.593 -4.142 -2.454
C 2.197 -2.196 -3.027
N -3.517 -0.705 -0.099
C -3.351 -1.408 1.157
C -4.906 -0.342 -0.384
H -2.316 0.473 -3.928
H -1.168 -0.624 -3.095
H -0.876 1.133 -3.088
H -2.782 2.474 -2.338
H -3.575 2.010 -0.767
H -4.299 1.500 -2.367
H -2.963 -3.052 -1.503
H -2.654 -5.485 -1.065
H -0.574 -6.273 0.149
H 1.219 -4.640 0.685
H 5.171 -2.290 -1.078
H 5.362 -3.952 -0.446
H 5.609 -2.547 0.623
H 3.923 -2.007 2.090
H 2.270 -2.687 1.843
H 3.683 -3.807 2.157
H 3.805 -4.832 -1.632
H 4.582 -3.712 -2.803
H 3.102 -4.693 -3.257
H 1.621 -1.387 -2.570
H 1.542 -2.803 -3.668
H 3.018 -1.806 -3.657
H -2.270 -1.508 1.351
H -3.790 -2.421 1.165
H -3.803 -0.787 1.938
H -5.154 -0.296 -1.457
H -5.174 0.629 0.105
H -5.568 -1.077 0.115
O 4.709 2.233 -0.331
Cl 4.214 0.919 0.038
O 3.568 0.307 -1.078
O 5.298 0.076 0.501
O 3.186 0.979 1.078
```

Here are the Mulliken charges for atoms 1 to 2, given in e: 1.015, -0.935